(1)
A structure of composition C14H23BCuN6 at a distorted geometry, computed with the ωB97M-V functional and the def2-TZVPD basis.

total energy: -69144.558 eV
spin multiplicity: 2
expectation value of S²: 0.76

Geometry (Å):
1 C -3.1602 -0.7815 -1.2888
2 Cu 0.6197 -0.3340 0.3458
3 H 0.6171 2.7109 3.8637
4 H 1.1788 0.1233 3.7866
5 H 1.8709 -4.5957 -2.0945
6 N -0.0167 0.6652 -2.5480
7 H -0.0215 -3.1513 -3.6030
8 H -4.5799 -0.8928 0.4110
9 B -0.7942 -0.6723 -2.4611
10 C 1.4435 -3.6170 -1.8940
11 N 0.2518 -1.7590 -2.0739
12 H -0.9920 2.3045 4.4809
13 C -0.4189 1.1687 2.7242
14 H 1.9538 2.7917 -1.1302
15 H -1.3236 -0.9634 -3.4831
16 N 0.7657 1.0581 -1.4793
17 H -3.7098 -0.8520 -2.2224
18 H -0.4430 1.4031 -4.4767
19 H 1.2183 3.4552 -3.6646
20 C 0.5082 -2.9352 -2.6743
21 C 0.1171 -0.0044 3.5488
22 H 2.3481 -2.9903 0.0674
23 H -0.4603 -0.1066 4.4686
24 C 1.7079 -2.7941 -0.8017
25 C 1.3108 2.2405 -1.8102
26 H -2.3144 -0.6702 1.8876
27 H -1.4466 0.9527 2.3866
28 C 0.0908 1.5549 -3.5562
29 N -1.3447 -0.5869 -0.0074
30 C -3.5716 -0.8032 0.0336
31 C 0.9261 2.5865 -3.1219
32 H 2.4854 0.1364 1.6941
33 C -2.4138 -0.6806 0.8045
34 H 1.2532 2.0298 1.6572
35 H -0.2350 1.8789 0.6699
36 C 0.3729 1.4118 1.4570
37 C -0.4082 2.4494 3.5697
38 H 0.1225 -1.1990 1.6103
39 C 2.5102 -0.1068 0.6576
40 H 2.7263 -1.1349 0.3822
41 N 0.9950 -1.6808 -0.9100
42 N -1.8217 -0.6244 -1.3011
43 H -0.8471 3.2852 3.0180
44 H 2.9318 0.6912 0.0902
45 H -0.0028 -0.9617 2.9869

(2)
A structure of composition C4H8IN2O at a distorted geometry, computed with the ωB97M-V functional and the def2-TZVPD basis.

ΔE to the lowest compared entry with this formula, charge and spin: 150.38 kJ/mol
total charge: +1

Geometry (Å):
1 H -1.7798 -0.6872 -0.0843
2 H 1.7977 -1.9503 0.2765
3 I -0.3560 -1.2697 2.6038
4 N 0.0643 1.7406 0.0722
5 C 1.1223 -1.6731 -0.4539
6 C -1.2380 1.2296 -0.0579
7 H 0.1472 2.6477 0.6300
8 O 2.1799 0.9467 0.5475
9 C 1.0018 0.7631 0.3112
10 N -1.0091 -0.1750 -0.4143
11 H 0.3748 -2.4726 -0.7743
12 H -1.8608 1.1394 0.9760
13 H -1.8069 1.8307 -0.8917
14 H -0.8441 -0.1379 -1.4365
15 C 0.3823 -0.5159 0.0478
16 H 1.8243 -1.4162 -1.3519

(3)
An isolated molecule of C7H14N2O at a distorted geometry, computed with the ωB97M-V functional and the def2-TZVPD basis.

ΔE to the lowest compared entry with this formula, charge and spin: 127.37 kJ/mol
SMILES string: C[C@@H](CC(N)=O)[C@H]1CN1C

Geometry (Å):
1 H -3.7543 -1.1357 -0.0852
2 C -0.2558 -0.6232 -0.0149
3 H 0.3230 -2.5449 -0.8609
4 N 2.4908 0.8300 0.6339
5 H -2.9731 2.3578 0.7823
6 O 3.0557 -0.5755 -1.0001
7 H 3.4091 1.3065 0.5534
8 H -2.6672 -0.7543 1.3565
9 H -1.7290 -0.8446 -1.6183
10 H 0.7250 -0.2947 -1.9264
11 H -0.7189 -2.6621 0.5791
12 N -2.5278 0.6450 -0.3121
13 C -2.1052 1.7197 0.5647
14 H 2.0820 0.6294 1.5366
15 H -1.6883 1.3819 1.5299
16 H 0.9966 -2.2370 0.7575
17 C -2.8534 -0.6388 0.2822
18 H 0.4511 1.1887 -0.9850
19 C 0.7417 0.1299 -0.9136
20 H -1.3512 2.3374 0.0572
21 C 0.1086 -2.1013 0.1234
22 C -1.6549 -0.4879 -0.5836
23 H -0.2362 -0.1767 0.9902
24 C 2.1673 0.0511 -0.4150